A molecular structure, C35H26IIrN2O2P. Source: the OMol25 dataset; level of theory: wB97M-V/def2-TZVPD.

Output
Relative energy (zero: lowest compared OMol25 entry of this formula, charge and spin) ... 0.0 kcal per mole
2S+1 ... 1
LUMO level ... -11.2 eV
Charge ... +3
Frontier orbital gap ... 0.19671 Ha

Each line ends with the Löwdin charge.
Element x y z (Å)
Ir (-0.7258, -1.7097, 0.2005)  0.80
O (5.4842, -1.9562, -4.6600)  0.19
C (4.2291, -1.6156, -4.4450)  -0.48
O (3.5764, -0.9808, -5.2255)  0.15
C (3.5678, -1.9911, -3.1300)  -0.09
C (4.2282, -1.8921, -1.9077)  0.02
C (3.5232, -2.0378, -0.7249)  0.01
C (2.1547, -2.3017, -0.7630)  -0.26
C (1.5115, -2.4497, -1.9958)  -0.02
C (2.2084, -2.2819, -3.1708)  0.02
N (1.3336, -2.3280, 0.3821)  -0.02
C (1.7339, -2.5216, 1.5827)  -0.02
C (0.7763, -2.3890, 2.6579)  -0.24
C (1.1246, -2.4841, 3.9938)  0.05
C (0.1319, -2.3654, 4.9610)  0.03
C (-1.1826, -2.1823, 4.5608)  0.02
C (-1.4595, -2.0746, 3.2050)  -0.06
N (-0.5024, -2.1527, 2.2857)  -0.03
H (5.8949, -2.5273, -4.0034)  0.13
H (5.2836, -1.6555, -1.8618)  0.14
H (4.0430, -1.9029, 0.2157)  0.12
H (0.4521, -2.6958, -2.0121)  0.09
H (1.7134, -2.3599, -4.1290)  0.14
H (2.7571, -2.7984, 1.8182)  0.16
H (2.1584, -2.6467, 4.2687)  0.15
H (0.3809, -2.4260, 6.0125)  0.14
H (-1.9933, -2.1437, 5.2743)  0.14
H (-2.4733, -1.9493, 2.8472)  0.13
I (-3.0995, -1.7461, -1.0053)  1.22
C (-4.1392, 0.0201, -0.3625)  -0.51
C (-5.4869, -0.2216, -0.2727)  -0.14
C (-6.3840, 0.8286, -0.0505)  -0.02
C (-5.9006, 2.1039, 0.0228)  0.03
C (-4.5133, 2.3669, -0.0744)  -0.13
C (-4.0816, 3.7101, -0.0369)  0.03
C (-2.7522, 4.0332, -0.0611)  -0.01
C (-1.8114, 3.0049, -0.0993)  -0.06
C (-2.1859, 1.6738, -0.1612)  -0.28
P (-0.6996, 0.6197, -0.0986)  0.97
C (0.2411, 1.0957, 1.3520)  -0.37
C (1.6189, 0.8426, 1.3844)  -0.11
C (2.3340, 1.0991, 2.5404)  -0.04
C (1.6792, 1.5867, 3.6676)  -0.02
C (0.3040, 1.7937, 3.6515)  -0.03
C (-0.4224, 1.5332, 2.5024)  -0.07
C (0.2011, 0.9495, -1.6271)  -0.35
C (1.3246, 1.7781, -1.6630)  -0.07
C (1.9903, 1.9628, -2.8641)  -0.02
C (1.5469, 1.3302, -4.0197)  -0.01
C (0.4297, 0.5049, -3.9850)  -0.04
C (-0.2492, 0.3179, -2.7942)  -0.11
C (-3.5600, 1.3026, -0.2125)  -0.19
H (-5.8765, -1.2246, -0.3982)  0.10
H (-7.4421, 0.6198, 0.0203)  0.13
H (-6.5731, 2.9381, 0.1742)  0.14
H (-4.8362, 4.4856, -0.0048)  0.14
H (-2.4353, 5.0663, -0.0387)  0.13
H (-0.7591, 3.2640, -0.0762)  0.12
H (2.1209, 0.4653, 0.5004)  0.10
H (3.4037, 0.9363, 2.5652)  0.12
H (2.2466, 1.8063, 4.5628)  0.13
H (-0.1958, 2.1741, 4.5325)  0.13
H (-1.4962, 1.6792, 2.4874)  0.12
H (1.6649, 2.2946, -0.7753)  0.11
H (2.8534, 2.6140, -2.8979)  0.13
H (2.0639, 1.4927, -4.9561)  0.13
H (0.0860, 0.0162, -4.8866)  0.13
H (-1.1396, -0.2987, -2.7790)  0.05